DFT (ωB97M-V with the def2-TZVPD basis set) results for a structure of composition C34H49Br3ClF9N3O16P.

Cartesian coordinates (Å):
C -0.6370 -0.0211 4.7486
C 0.9528 -0.0744 4.8697
N 1.4900 -0.5844 3.6019
C 2.9724 -0.4263 3.5131
C 3.5666 -1.6236 4.3839
O 3.2688 -2.9241 3.8227
C 4.0457 -3.9194 4.3509
F 5.1460 -4.1841 3.6002
F 3.2676 -5.0472 4.4018
F 4.4594 -3.6895 5.6303
O 3.6010 -0.2499 2.3189
C 3.4571 -0.0963 0.9592
C 4.9594 -0.5330 0.5156
C 5.7011 -1.4429 1.5867
C 6.6338 -0.6643 2.5713
Cl 6.9207 -2.4426 0.5848
C 2.4049 -1.1340 0.3849
F 2.1510 -2.1959 1.2810
F 2.8812 -1.8721 -0.7185
C 1.0018 -0.6806 -0.0896
C 0.6264 -0.8143 -1.5035
C -0.6907 -0.4547 -2.0034
C -1.7255 0.0632 -1.1416
C -1.3897 0.1622 0.2607
C -2.4956 0.7026 1.2150
F -3.1396 -0.4318 1.7304
F -3.4578 1.4086 0.5684
F -2.0042 1.3579 2.2956
C -0.0767 -0.2057 0.7455
C 3.3163 1.4088 0.3407
O 3.7162 1.6456 -0.9647
C 3.7256 1.0920 -2.1745
F 2.5284 1.0025 -2.9613
C 4.6506 1.9973 -3.1323
C 4.2875 3.5128 -3.1083
O 5.5395 4.2322 -3.2625
C 3.4049 3.9675 -4.3499
N 3.8916 3.4148 -5.6285
O 4.3375 -0.2292 -2.4151
N 3.6219 -1.0092 -3.2993
O 4.3050 -1.8643 -3.7256
C 2.0706 2.2273 0.9276
Br 1.9355 2.6087 2.8696
C 1.0805 2.8332 0.2252
C 0.9889 2.8107 -1.3029
Br -0.3558 3.8796 1.0780
P 4.5427 2.6904 1.2482
O 5.2073 2.0512 2.6266
Br 6.3553 3.0365 -0.1098
H -0.9404 -0.4832 3.7782
H -1.1360 -0.6007 5.5600
H -1.0128 1.0270 4.7869
H 1.3139 0.9382 5.1582
H 1.1516 -0.7494 5.7548
H 1.2134 -1.5571 3.4735
H 3.1625 0.4511 4.2057
H 4.6732 -1.5198 4.5221
H 3.1385 -1.6035 5.4225
H 5.6392 0.3334 0.3570
H 5.0140 -1.1549 -0.3947
H 5.0683 -2.2351 2.0314
H 7.0893 0.1778 1.9767
H 6.1036 -0.1706 3.4204
H 7.5115 -1.2785 2.9032
H 1.3169 -1.1906 -2.2852
H -0.9203 -0.5711 -3.0885
H -2.7158 0.3687 -1.5505
H 0.0659 -0.0951 1.8386
H 4.5373 1.5025 -4.1309
H 5.7092 1.7834 -2.8272
H 3.8671 3.8839 -2.1393
H 5.6415 4.5181 -4.1845
H 2.3309 3.6839 -4.2105
H 3.5409 5.0824 -4.4028
H 3.6399 3.9849 -6.4294
H 3.5596 2.4571 -5.7056
H 0.6276 1.8684 -1.7695
H 1.9667 3.1022 -1.7664
H 0.2790 3.6110 -1.6523
H 5.0802 2.7068 3.3375
C -8.6403 -3.4452 -0.8926
O -7.8980 -2.9851 0.2367
C -7.1662 -1.8885 0.0054
O -7.0952 -1.2935 -1.0392
O -6.5287 -1.5704 1.1359
C -5.7020 -0.4085 1.0361
H -9.1898 -4.3331 -0.5844
H -9.3556 -2.6889 -1.2174
H -7.9704 -3.7168 -1.7090
H -6.3018 0.4691 0.7886
H -4.9189 -0.5589 0.2984
H -5.2413 -0.2486 2.0036
C -0.9711 8.1194 -5.9143
O -0.5347 6.8328 -5.4751
C -0.7920 5.8428 -6.3366
O -1.3381 5.9561 -7.4024
O -0.3348 4.7021 -5.8049
C -0.5424 3.5501 -6.6216
H -0.7098 8.8368 -5.1387
H -0.4638 8.4039 -6.8365
H -2.0528 8.1330 -6.0507
H -0.0177 3.6520 -7.5722
H -1.6069 3.3813 -6.7862
H -0.1332 2.6926 -6.0895
C -9.7328 -4.8323 3.5703
O -9.2813 -6.1288 3.9612
C -9.5039 -7.0829 3.0519
O -10.0322 -6.9302 1.9804
O -9.0371 -8.2377 3.5401
C -9.2087 -9.3537 2.6676
H -9.5012 -4.1425 4.3797
H -9.2129 -4.4982 2.6715
H -10.8121 -4.8316 3.4135
H -8.6679 -9.1989 1.7335
H -10.2669 -9.5322 2.4742
H -8.7949 -10.2276 3.1675

Values from the calculation:
- Gap between HOMO and LUMO: 8.63 eV
- Highest occupied orbital energy: -9.064 eV
- LUMO level: -0.016 Ha
- Total charge: 0

DFT (ωB97M-V with the def2-TZVPD basis set) results for a cluster of 9 separate species, C4H27N2O8 in total.

Cartesian coordinates (Å):
C -2.1767 1.5396 -1.3027
C -3.5132 1.1967 -0.5989
C -3.6852 -0.2510 -0.0172
N -2.4672 -0.8180 0.6163
C -1.7653 -0.1313 1.4872
N -0.9420 -0.6864 2.3213
H -2.0027 2.5870 -1.4162
H -1.3773 0.9500 -0.8505
H -2.2496 1.1805 -2.3560
H -3.6231 2.0162 0.1567
H -4.4123 1.1545 -1.2305
H -4.4682 -0.0813 0.7206
H -3.9223 -0.8946 -0.8638
H -2.2609 -1.7134 0.1897
H -1.8257 0.9637 1.4804
H -0.1975 -0.1634 2.8247
H -0.8783 -1.6928 2.4365
H 2.3121 0.6843 2.4724
H 1.0049 1.6235 2.9366
O 1.4703 0.7898 2.9027
H -1.0723 -3.9087 0.7547
H 0.4506 -3.2671 0.8754
O -0.4342 -3.3995 1.2623
H 2.4869 1.7909 -0.4876
H 2.7233 0.3917 0.0184
O 2.1155 1.1380 0.1396
H 0.6545 -1.5938 -0.2900
H 0.3323 -1.5476 -1.8371
O 0.2022 -2.0252 -1.0101
H 2.2751 -3.5627 0.6209
H 2.4888 -2.0910 0.2871
O 2.0163 -2.6702 0.8831
H 2.4486 3.5772 -2.3121
H 3.3372 3.8868 -1.0931
O 2.9571 3.1623 -1.6064
H 4.8827 0.3473 0.5955
H 4.7244 0.6524 -0.8130
O 4.5197 -0.0706 -0.2005
H -0.5204 0.0061 -1.9850
H 0.5312 0.8052 -2.8649
O -0.1393 0.1248 -2.8465

Values from the calculation:
- Gap between HOMO and LUMO: 11.00 eV
- Highest occupied orbital energy: -13.537 eV
- LUMO level: -0.093 Ha
- Total charge: +1

DFT (ωB97M-V with the def2-TZVPD basis set) results for a cluster of 5 separate species, C24H59BrFN5O9P in total.

Cartesian coordinates (Å):
C -2.5694 1.9757 -0.8949
N -3.2566 3.1047 -1.5835
C -4.2978 3.7596 -0.7320
C -5.4078 2.7102 -0.4586
C -5.9098 2.0327 -1.7147
F -6.5624 0.8389 -1.3297
C -4.9943 4.8644 -1.5617
C -4.5210 6.3079 -1.2920
C -5.6854 7.1799 -0.8147
Br -5.4212 9.0231 -1.4984
C -3.8484 4.2371 0.6659
O -4.7511 4.8277 1.3171
O -2.6828 3.9970 1.0741
P -2.1166 4.1244 -2.2530
O -2.5505 4.7861 -3.4840
O -1.5680 5.2211 -1.2236
O -0.8205 3.2333 -2.6262
H -2.1433 1.3223 -1.6554
H -3.2056 1.3547 -0.2836
H -1.7329 2.3190 -0.3029
H -6.2075 3.2114 0.0723
H -5.0545 1.9328 0.2174
H -6.6766 2.6290 -2.2024
H -5.1185 1.7292 -2.3906
H -4.9332 4.6633 -2.6273
H -6.0570 4.8236 -1.3306
H -3.6687 6.4078 -0.6299
H -4.2164 6.7328 -2.2451
H -5.7537 7.1929 0.2650
H -6.6070 6.8710 -1.2861
H -0.8724 5.7448 -1.6321
H -0.2526 3.1776 -1.8454
C 0.8466 -0.4500 0.5217
C 0.2036 0.5556 1.4725
C 0.6046 0.3606 2.9405
O -0.0082 -0.7425 3.5901
C 0.5659 -1.9994 3.2980
N -1.2493 0.5159 1.2887
H 0.3568 -1.4191 0.5487
H 0.7778 -0.0919 -0.5066
H 1.9052 -0.5937 0.7540
H 0.5502 1.5529 1.1814
H 0.2756 1.2403 3.4986
H 1.6968 0.3057 3.0523
H 1.6516 -1.9308 3.1759
H 0.1185 -2.4400 2.4032
H 0.3514 -2.6643 4.1363
H -1.6751 1.2666 1.8303
H -1.5922 -0.3341 1.7305
C 2.4049 5.7768 1.0596
C 0.8974 5.6580 0.8386
C 0.0678 6.6700 1.6430
O -0.0518 6.3811 3.0238
C 1.0667 6.7276 3.8083
N 0.4764 4.2848 1.1053
H 2.7202 5.3225 1.9982
H 2.9416 5.2612 0.2616
H 2.7255 6.8219 1.0566
H 0.7112 5.8652 -0.2185
H -0.9528 6.6474 1.2551
H 0.4409 7.6959 1.5026
H 1.5439 7.6476 3.4539
H 1.7982 5.9149 3.8355
H 0.7173 6.8888 4.8292
H -0.5078 4.1851 0.8449
H 0.4730 4.1616 2.1140
C 1.4719 -5.8385 -2.6571
C 2.3946 -4.8669 -1.9327
C 1.8363 -4.3512 -0.5985
O 0.8171 -3.3778 -0.7054
C -0.4713 -3.8835 -1.0033
N 2.7361 -3.7659 -2.8408
H 0.6546 -5.3337 -3.1722
H 2.0316 -6.3896 -3.4120
H 1.0453 -6.5658 -1.9630
H 3.3146 -5.4115 -1.7013
H 2.6505 -3.8507 -0.0656
H 1.5034 -5.1806 0.0423
H -0.6484 -4.8508 -0.5234
H -0.6209 -3.9665 -2.0816
H -1.2017 -3.1667 -0.6261
H 3.4430 -3.1810 -2.4043
H 1.9230 -3.1588 -2.9082
C 3.9159 -7.7951 0.5968
C 3.8469 -8.8809 -0.4737
C 4.8379 -10.0342 -0.2577
O 6.1849 -9.7359 -0.5716
C 6.8848 -9.0009 0.4147
N 4.0100 -8.2569 -1.7899
H 4.7611 -7.1234 0.4502
H 3.0148 -7.1818 0.5650
H 3.9890 -8.2289 1.5961
H 2.8436 -9.3153 -0.4302
H 4.5612 -10.8456 -0.9360
H 4.7652 -10.4372 0.7617
H 6.5806 -9.2874 1.4255
H 6.7500 -7.9264 0.2741
H 7.9464 -9.2178 0.2965
H 3.8466 -8.9528 -2.5120
H 4.9926 -8.0183 -1.8974

Values from the calculation:
- Gap between HOMO and LUMO: 6.99 eV
- Highest occupied orbital energy: -5.260 eV
- LUMO level: 0.064 Ha
- Total charge: -1

DFT (ωB97M-V with the def2-TZVPD basis set) results for a structure of composition C15H26F6NO3P2Sm.

Cartesian coordinates (Å):
Sm 0.1098 -0.1368 0.1648
P 2.3090 -1.3249 0.3239
C 2.4259 -1.7196 -1.4898
C 1.1502 -2.0204 -2.2425
N 0.0102 -1.4844 -1.7776
C -1.1778 -1.6717 -2.3774
C -1.2517 -2.4479 -3.5228
C -0.0846 -3.0076 -4.0398
C 1.1302 -2.7871 -3.3944
C -2.3989 -1.0570 -1.7309
P -2.1508 0.4971 -0.7145
H 2.0511 -3.2061 -3.7774
H -2.2075 -2.6094 -4.0036
H -0.1218 -3.6130 -4.9416
H -3.1412 -0.7734 -2.4909
H -2.8762 -1.8229 -1.0856
H 2.9234 -0.8515 -1.9900
H 3.1346 -2.5591 -1.5507
H 1.8872 3.5982 -2.3873
O 2.6678 3.4697 -2.9433
H 2.4482 3.7951 -3.8251
H -1.4489 4.6726 -0.3062
O -1.0830 5.4428 -0.7681
H -1.5126 6.2192 -0.3798
C -2.2130 1.8214 -1.8994
H -3.1968 1.7749 -2.3764
H -2.1065 2.8032 -1.4082
H -1.4416 1.7579 -2.6848
C -3.5450 0.6077 0.3685
H -3.5006 1.5230 0.9766
H -4.4347 0.6470 -0.2637
H -3.6410 -0.2469 1.0553
C 2.2135 -2.9130 1.1369
H 3.1342 -3.4450 0.8826
H 2.1645 -2.8017 2.2314
H 1.3571 -3.5337 0.8264
C 3.7865 -0.4832 0.7606
H 3.8129 -0.2402 1.8327
H 4.6122 -1.1621 0.5314
H 3.9372 0.4517 0.1986
C -1.6836 0.6054 3.1375
C -0.1762 0.7680 3.0750
O 0.2738 1.2000 1.8477
C 0.2816 1.8345 4.1476
F -0.1179 1.4847 5.4076
F 1.6144 1.9928 4.1458
F -0.2957 3.0183 3.8418
C 0.4886 -0.5846 3.4715
F 0.1301 -1.0494 4.6715
F 0.0611 -1.5681 2.5304
F 1.8484 -0.5485 3.4030
H -2.1529 1.5570 2.8619
H -2.0261 0.2985 4.1259
H -1.9766 -0.1718 2.4150

Values from the calculation:
- Gap between HOMO and LUMO (spin up / spin down): 8.11 / 8.26 eV
- Highest occupied orbital energy (spin up / spin down): -15.352 / -15.214 eV
- ⟨S²⟩: 8.779
- LUMO level (spin up / spin down): -0.266 / -0.256 Ha
- Total charge: +2
- Spin multiplicity: 6

DFT (ωB97M-V with the def2-TZVPD basis set) results for a cluster of 17 separate species, C4H32BO24 in total.

Cartesian coordinates (Å):
O -21.6007 -7.7086 11.3195
C -20.4670 -7.4049 10.9301
O -19.4076 -7.1417 11.6769
B -18.3815 -6.5385 10.7382
O -18.9539 -6.6485 9.3902
C -20.1125 -7.2025 9.4111
O -20.7895 -7.4050 8.4113
O -17.0360 -7.2494 10.9132
C -16.1224 -6.3474 11.1794
O -14.9622 -6.5881 11.4422
C -16.8068 -4.9752 11.2300
O -18.1142 -5.1361 11.0662
O -16.1918 -3.9096 11.4117
O -13.7609 -9.7730 10.7400
H -13.7281 -9.0542 11.3713
H -13.1205 -9.5335 10.0702
O -17.3706 -10.2405 11.7507
H -17.4072 -9.7169 10.9502
H -18.2157 -10.0905 12.1745
O -19.4265 -3.6199 8.6580
H -19.9405 -4.1982 8.0944
H -19.6954 -3.8503 9.5473
O -20.4372 -3.2073 11.2696
H -19.7441 -3.2432 11.9288
H -20.5525 -2.2735 11.0933
O -12.4868 -5.1685 11.7301
H -13.0600 -5.3104 12.4835
H -13.0132 -5.4310 10.9751
O -22.6633 -9.7020 9.7913
H -22.0596 -9.4210 10.4789
H -22.9601 -10.5678 10.0715
O -23.8426 -7.4231 7.5334
H -24.4083 -6.8047 7.9957
H -23.4274 -7.9341 8.2282
O -18.8193 -8.0217 5.5057
H -19.6146 -8.0471 6.0377
H -18.6702 -7.0905 5.3415
O -20.0341 -9.9679 13.3543
H -20.4785 -9.1969 13.0016
H -20.3589 -10.0426 14.2516
O -21.4065 -9.1303 6.3982
H -21.8318 -8.5093 6.9896
H -22.1274 -9.6335 6.0197
O -16.0521 -1.7045 9.4862
H -16.0369 -1.9111 10.4207
H -16.1533 -2.5528 9.0545
O -21.0248 -5.0819 6.8848
H -21.3234 -5.9048 7.2720
H -21.8170 -4.5496 6.8117
O -16.7295 -4.1378 8.0295
H -16.7757 -5.0292 7.6838
H -17.5633 -4.0126 8.4825
O -14.9720 -5.0750 14.1282
H -15.1764 -4.5803 13.3346
H -15.7717 -5.5656 14.3178
O -12.9325 -8.1837 13.4773
H -13.6800 -7.6759 13.7928
H -12.9110 -8.9557 14.0428
O -22.4946 -6.5839 14.1425
H -22.0316 -6.6423 13.3068
H -21.8862 -6.1257 14.7224

Values from the calculation:
- Gap between HOMO and LUMO (spin up / spin down): 2.60 / 6.65 eV
- Highest occupied orbital energy (spin up / spin down): 1.292 / -2.760 eV
- ⟨S²⟩: 0.753
- LUMO level (spin up / spin down): 0.143 / 0.143 Ha
- Total charge: -2
- Spin multiplicity: 2

DFT (ωB97M-V with the def2-TZVPD basis set) results for a cluster of 4 separate species, C22H23Cl2N3O9P in total.

Cartesian coordinates (Å):
C 0.9826 -5.9546 -0.9972
C 0.0970 -7.0110 -0.3330
Cl 1.1189 -8.2558 0.4773
C -0.9598 -7.6025 -1.2943
Cl -0.1016 -8.8910 -2.3593
C -2.2201 -8.0854 -0.7046
P -3.4424 -6.9131 -0.4810
O -4.6558 -7.2623 0.2754
O -2.8868 -5.5009 0.1898
O -3.8069 -6.3486 -1.9794
H 0.5604 -4.9633 -0.8163
H 1.9953 -5.9748 -0.6058
H 1.0098 -6.1181 -2.0759
H -0.4719 -6.5812 0.4873
H -1.1280 -6.8179 -2.0411
H -2.0172 -8.5697 0.2559
H -2.2970 -5.0441 -0.4178
H -3.1183 -6.6157 -2.5973
C 1.3908 0.9550 -0.8956
C 2.7741 0.8433 -0.9488
C 3.3975 -0.3341 -0.5648
C 2.6049 -1.3817 -0.1338
C 1.2255 -1.2966 -0.0688
C 0.6181 -0.1113 -0.4545
N 3.2565 -2.6443 0.2710
O 4.4713 -2.6915 0.2280
O 2.5382 -3.5554 0.6182
H 0.9137 1.8758 -1.1971
H 3.3702 1.6789 -1.2934
H 4.4704 -0.4489 -0.5964
H 0.6499 -2.1403 0.2824
H -0.4565 -0.0226 -0.3972
C 3.2579 5.0753 3.3729
C 2.8424 3.8861 2.7892
C 2.3271 3.8842 1.5026
C 2.2458 5.0915 0.8318
C 2.6469 6.2911 1.3907
C 3.1585 6.2741 2.6779
N 1.7024 5.0950 -0.5393
O 1.3561 4.0223 -0.9953
O 1.6191 6.1551 -1.1240
H 3.6610 5.0684 4.3771
H 2.9166 2.9546 3.3335
H 1.9906 2.9726 1.0296
H 2.5583 7.2069 0.8258
H 3.4804 7.1985 3.1379
C -4.0806 5.9202 -0.7985
C -2.7078 5.7556 -0.9277
C -2.1017 4.5973 -0.4676
C -2.8965 3.6264 0.1124
C -4.2651 3.7631 0.2503
C -4.8559 4.9288 -0.2111
N -2.2568 2.3839 0.5897
O -1.0452 2.3047 0.5033
O -2.9731 1.5149 1.0354
H -4.5505 6.8244 -1.1628
H -2.1045 6.5238 -1.3923
H -1.0401 4.4322 -0.5659
H -4.8430 2.9735 0.7067
H -5.9251 5.0594 -0.1144

Values from the calculation:
- Gap between HOMO and LUMO: 3.78 eV
- Highest occupied orbital energy: -3.507 eV
- LUMO level: 0.010 Ha
- Total charge: -1

DFT (ωB97M-V with the def2-TZVPD basis set) results for a cluster of 4 separate species, C3H14O3S in total.

Cartesian coordinates (Å):
C -1.9029 0.0000 -2.6699
C -2.0187 0.0532 -1.1346
C -3.3450 0.2036 -0.3926
S -3.2931 1.0203 1.3422
H -2.3482 -0.9369 -3.1040
H -2.3085 0.9688 -3.1425
H -0.8626 0.0725 -2.9212
H -1.2194 0.8960 -0.8312
H -1.4039 -0.7044 -0.6280
H -3.9093 0.9375 -0.9458
H -3.9486 -0.6768 -0.1931
H -3.3313 2.2845 0.9655
O 3.8537 5.7376 -1.4619
H 3.0148 5.4677 -1.8615
H 4.0706 5.2699 -0.7497
O 5.3934 -2.7664 2.0855
H 5.5630 -1.8233 2.2332
H 4.9447 -2.9229 2.9134
O 2.4235 -5.0504 0.8273
H 3.0082 -4.8504 0.1280
H 1.6546 -5.2145 0.2380

Values from the calculation:
- Gap between HOMO and LUMO: 9.84 eV
- Highest occupied orbital energy: -9.169 eV
- SMILES string: CCCS.O.O.O
- LUMO level: 0.025 Ha
- Total charge: 0

DFT (ωB97M-V with the def2-TZVPD basis set) results for the ion C4H8NO with charge +1.

Cartesian coordinates (Å):
C 0.0530 -0.0891 1.4371
N -0.0227 0.0889 -0.0008
C -1.0654 0.9396 -0.5420
C 0.5005 -1.2378 -0.9502
C 1.2835 -0.0977 -0.7808
O 2.1738 0.5856 -0.9066
H -0.7752 0.4451 1.9373
H 0.1744 -1.1318 1.7519
H 0.8928 0.4714 1.8050
H -1.2112 0.7602 -1.5464
H -1.9569 0.8547 0.1199
H -0.8110 1.9255 -0.2537
H -0.0645 -1.4775 -1.8716
H 0.8289 -2.0370 -0.1993

Values from the calculation:
- Gap between HOMO and LUMO: 11.49 eV
- Highest occupied orbital energy: -15.780 eV
- SMILES string: C[N+]1(C)CC1=O
- LUMO level: -0.157 Ha
- Total charge: +1

| no. | E_tot (Ha) |
| --- | --- |
| 1 | -12115.2175 |
| 2 | -879.7850 |
| 3 | -4916.1296 |
| 4 | -2806.9768 |
| 5 | -2002.5402 |
| 6 | -2955.1573 |
| 7 | -746.5384 |
| 8 | -286.8429 |